1.
ORCA calculation (wB97M-V/def2-TZVPD) on 2 unconnected molecules or ions with the total composition C8H18O2P.

Properties
- E_tot: -21961.0275 eV
- LUMO energy: -4.38 eV
- Energy relative to the best compared isomer or geometry (same formula, charge and spin): 414.67 kJ/mol
- Orbital gap: 0.305 hartree

Structure (ORCA input):
```
! wB97M-V def2-TZVPD RIJCOSX def2/J DEFGRID3
* xyz 1 1
P -1.2590 0.2014 -0.4638
O 1.8986 -0.4455 -0.1668
O 1.6674 1.8931 -0.2511
C 3.3869 -0.8543 -0.0717
C 4.5778 0.0649 0.3524
C -2.2343 1.7366 -0.1651
C -1.7446 2.3702 1.1922
C -2.0661 -0.9162 0.6977
C -1.7051 -0.3998 -2.1314
C 1.5564 0.7520 -0.1811
C -1.3340 -2.3021 0.5821
H 3.7246 -1.3497 -1.0860
H -1.3991 -2.9216 1.5745
H -2.1697 3.2713 1.1755
H -0.7480 2.5745 1.3272
H -2.1304 2.3720 -0.9385
H 4.7338 0.7629 -0.3560
H 4.3794 0.6165 1.2385
H -0.8627 -1.0534 -2.4898
H -1.8829 -0.7440 1.7623
H 5.4989 -0.5704 0.3172
H -2.0340 1.8318 1.9882
H -0.2724 -2.2407 0.4404
H -1.6680 -2.7890 -0.2578
H -1.9789 0.5749 -2.7943
H -3.1598 -1.2214 0.3872
H -3.2406 1.5452 -0.2284
H -2.6505 -1.0768 -2.1924
H 3.1162 -1.6823 0.7387
*
```



2.
ORCA calculation (wB97M-V/def2-TZVPD) on a molecular structure, C12H16F2N4O4S2Y.

Properties
- E_tot: -54997.1723 eV
- LUMO energy: -3.07 eV
- Energy relative to the best compared isomer or geometry (same formula, charge and spin): 0.00 kJ/mol
- Orbital gap: 0.314 hartree

Structure (ORCA input):
```
! wB97M-V def2-TZVPD RIJCOSX def2/J DEFGRID3
* xyz 1 1
Y -0.6433 0.0332 0.5250
S -2.8761 0.8802 1.9934
S 1.5414 -0.3052 2.6660
F -2.7454 -0.6132 -1.1780
F -0.9807 -1.8163 -1.7061
O -2.5758 -0.5903 1.8216
O 1.2524 1.6911 -0.2043
O 0.1434 -0.0876 3.0286
O 2.0421 -1.6064 3.0613
N -1.8633 1.6487 1.2370
N 0.9533 -4.6973 2.2014
N 1.5494 -0.1468 1.0508
N -0.4987 -2.5601 0.9816
C 2.4938 1.1546 3.0486
C -0.4467 -4.4379 2.6228
C -1.3755 -0.4595 -1.5135
C -0.7317 -2.9562 2.3697
C 3.0034 1.6699 4.2174
C 3.5951 2.9296 4.1570
C 1.7722 1.1585 0.7746
C 2.5269 1.8594 1.8482
C 1.0691 -4.4873 0.7379
C 3.6545 3.6337 2.9628
C 0.8025 -3.0031 0.4828
C 3.1116 3.1151 1.7940
H 2.0693 -4.7534 0.3936
H 1.2629 -5.6360 2.4734
H -1.3894 -0.0376 -2.5311
H 1.5500 -3.9877 2.6616
H -0.0759 -2.3699 3.0169
H 2.9292 1.1309 5.1494
H 4.1147 4.6101 2.9443
H -0.5579 -4.6616 3.6844
H 0.3405 -5.1194 0.2262
H 1.5782 -2.4223 0.9897
H -1.2480 -2.9439 0.4001
H -1.1116 -5.0845 2.0459
H -1.7643 -2.7112 2.6316
H 4.0117 3.3608 5.0543
H 0.8552 -2.7964 -0.5867
H 3.1354 3.6573 0.8614
*
```



3.
ORCA calculation (wB97M-V/def2-TZVPD) on a molecular structure, C19H13AlF2IN3O4.

Properties
- E_tot: -52712.4174 eV
- LUMO energy: -0.47 eV
- Energy relative to the best compared isomer or geometry (same formula, charge and spin): 4.15 kJ/mol
- Orbital gap: 0.315 hartree

Structure (ORCA input):
```
! wB97M-V def2-TZVPD RIJCOSX def2/J DEFGRID3
* xyz 0 1
I -3.0063 -2.0777 -7.9736
Al -0.3496 -0.2937 0.0238
F 1.0425 -1.9977 1.9142
F 1.1391 -2.7410 -0.1710
O 0.1052 -0.3421 -1.8620
O -1.8043 -0.9899 -1.0955
O -1.4715 0.0293 1.6535
O -1.0883 3.5633 -1.0666
N 2.4874 0.0605 1.0070
N -1.1933 1.5526 0.0904
N 1.4300 0.6276 0.4076
C -1.5050 -1.1094 -3.4764
C -3.0089 4.5537 1.2105
C -1.7439 1.1881 1.2521
C -2.3591 -1.6611 -6.0370
C -0.8155 -0.5833 -4.5608
C -1.0537 -0.8076 -2.1026
C -3.0500 -2.1981 -4.9588
C -3.7876 4.6606 2.3633
C 1.8868 1.7298 -0.1839
C 3.5983 0.7759 0.8154
C 0.2814 -2.0948 0.7100
C -1.4924 2.8946 -0.1514
C -2.6212 -1.9108 -3.6728
C -1.2463 -0.8515 -5.8507
C -3.3083 2.3690 2.9950
C -3.9358 3.5898 3.2399
C -2.5472 2.2792 1.8508
C -2.3978 3.3442 0.9755
C 3.2566 1.8717 0.0489
H 0.0558 0.0336 -4.3867
H 4.5391 0.4635 1.2349
H -4.2870 5.5952 2.5828
H -2.8868 5.3837 0.5274
H 1.2132 2.3574 -0.7471
H -3.4141 1.5307 3.6701
H -4.5473 3.7084 4.1244
H -0.4890 -2.8284 0.9591
H -3.9127 -2.8289 -5.1196
H 2.3410 -0.8166 1.4958
H -0.7208 -0.4379 -6.6998
H -3.1504 -2.3039 -2.8150
H 3.9035 2.6587 -0.2939
*
```



4.
ORCA calculation (wB97M-V/def2-TZVPD) on a molecular structure, C35H24BeF9IN2O2P.

Properties
- E_tot: -86007.8027 eV
- LUMO energy: -3.76 eV
- Orbital gap: 0.281 hartree

Structure (ORCA input):
```
! wB97M-V def2-TZVPD RIJCOSX def2/J DEFGRID3
* xyz 1 1
I -0.3624 -2.0319 1.2823
P -1.0811 1.7686 0.8228
F -2.6403 -0.9857 6.8060
F -7.4733 3.0201 -0.6880
F -0.5474 -0.5311 7.1278
F 2.5860 7.2669 1.8848
F -1.1134 -2.2502 5.9426
F -6.6418 3.1406 -2.6849
F -6.6041 4.8706 -1.3852
F 0.6517 8.1728 1.5580
F 1.9145 7.6790 -0.1311
O -0.7404 -0.1863 -1.6999
O 3.8454 2.0801 -2.4825
N 1.4502 -0.0627 -0.2608
N 0.0970 0.7115 -5.0468
C -6.4732 3.5362 -1.4182
C -0.5858 0.2636 -4.0159
C 2.0614 0.1838 -1.3727
C 2.1631 -0.4462 0.9106
C 0.0044 0.1849 -2.7279
C -0.4199 4.1926 2.0898
C 1.5514 -1.3257 1.7969
C 2.0817 0.9474 -3.7329
C 1.3906 1.0693 -4.9069
C 2.1562 -1.7362 2.9683
C -5.1361 3.1095 -0.8718
C 3.4185 -1.2427 3.2694
C -1.3257 1.1827 2.5317
C 1.3701 0.4821 -2.6039
C -4.9048 3.2359 0.4931
C 3.4204 0.0521 1.2357
C -2.7171 2.2770 0.1948
C -1.4214 -0.1436 4.9713
C 0.5209 3.8149 -0.0970
C 1.5128 7.2669 1.0773
C -0.2259 1.1986 3.3881
C 1.0803 5.0840 -0.0809
C -3.6952 2.8284 1.0244
C 0.1431 5.4568 2.1083
C -2.4812 0.5054 2.9195
C -2.0037 -0.1829 -4.2168
C -2.5328 -0.1480 4.1415
C -1.4347 -0.9713 6.2287
C 0.8880 5.8977 1.0213
C 3.5404 1.3154 -3.6490
C -2.9487 2.1875 -1.1721
C -0.2329 3.3688 0.9826
C -0.2722 0.5388 4.6060
C 4.0443 -0.3522 2.4064
C -4.1587 2.6075 -1.7092
Be -0.2202 -0.1051 -0.2853
H 0.6671 3.1744 -0.9619
H 4.1550 0.4155 -3.6003
H -2.0530 -1.2751 -4.2240
H -3.5134 2.9506 2.0852
H -5.6701 3.6551 1.1343
H 1.6573 -2.4249 3.6381
H 0.6801 1.7209 3.1010
H -1.0043 3.8566 2.9379
H 0.5823 0.5565 5.2704
H -3.4330 -0.6698 4.4448
H -2.1840 1.7890 -1.8241
H 3.1431 0.1010 -1.3965
H -3.3408 0.4670 2.2617
H 3.9051 -1.5499 4.1863
H 1.6603 5.4410 -0.9213
H -2.6558 0.1560 -3.4122
H 5.0238 0.0374 2.6489
H 3.7247 3.0136 -2.6791
H 3.8936 0.7765 0.5809
H 1.8754 1.4563 -5.7983
H -2.3639 0.1848 -5.1746
H 3.8298 1.8458 -4.5565
H -0.0012 6.1045 2.9639
H -4.3418 2.5384 -2.7731
*
```



5.
ORCA calculation (wB97M-V/def2-TZVPD) on 2 unconnected molecules or ions with the total composition C5H11NOS.

Properties
- SMILES: C=C1CC1.CNSO
- E_tot: -19732.1751 eV
- LUMO energy: 0.60 eV
- Energy relative to the best compared isomer or geometry (same formula, charge and spin): 474.73 kJ/mol
- Orbital gap: 0.346 hartree

Structure (ORCA input):
```
! wB97M-V def2-TZVPD RIJCOSX def2/J DEFGRID3
* xyz 0 1
S -1.8663 1.0591 -0.2020
O -3.1397 1.5666 -1.1398
N -0.9492 0.2132 -1.2124
C -1.4191 -1.0853 -1.5916
C 1.8857 0.9619 1.8986
C 1.8601 -0.1180 0.9406
C 2.3457 -0.5774 -0.2457
C 0.7881 -0.0753 1.9488
H 2.6098 0.7570 2.7954
H 1.5348 2.0067 1.6822
H 0.9196 -0.7571 2.7220
H -0.6841 -1.8619 -1.7542
H -0.2621 0.1993 1.7893
H -3.8762 0.8577 -1.0052
H -2.1723 -1.0556 -2.2935
H -0.5917 0.6888 -1.9566
H 3.1680 0.0054 -0.6310
H -1.9637 -1.6336 -0.7425
H 1.8129 -1.1514 -1.0023
*
```



6.
ORCA calculation (wB97M-V/def2-TZVPD) on 12 unconnected molecules or ions with the total composition C38H71NO11.

Properties
- SMILES: c1ccncc1.CC(C)=O.CC(C)=O.CC(C)=O.CC(C)=O.CC(C)=O.CC(C)=O.CC(C)=O.CC(C)=O.CC(C)=O.CC(C)=O.CC(C)=O
- E_tot: -64565.1970 eV
- LUMO energy: -0.18 eV
- Energy relative to the best compared isomer or geometry (same formula, charge and spin): 432.24 kJ/mol
- Orbital gap: 0.340 hartree

Structure (ORCA input):
```
! wB97M-V def2-TZVPD RIJCOSX def2/J DEFGRID3
* xyz 0 1
O 6.9432 -2.5457 -1.8089
O 2.8668 -6.3981 3.0888
O -1.9946 4.8530 7.5003
O -5.4810 -4.0782 0.8204
O 0.3207 -6.1681 -4.0310
O -3.0571 -0.3656 -5.7041
O 2.7388 2.0003 -8.2021
O -9.5441 1.4481 -0.8248
O 2.8328 7.9670 4.3060
O -0.8938 -1.0134 7.1492
O 3.3088 7.8116 -2.7868
N 0.3714 2.0981 0.3117
C 7.0185 -3.2034 -0.7626
C -7.6839 0.9795 0.4764
C 4.6509 7.8484 5.9028
C -2.0478 -0.7288 6.7681
C 7.4386 -4.6910 -0.7275
C 0.6701 -0.4318 -0.9381
C -0.5698 -0.0793 -0.3840
C 2.8412 6.7838 -3.2696
C 0.0377 6.2764 7.9263
C 1.3207 -5.7764 -4.6024
C -4.4220 1.1798 -4.4025
C 6.7148 -2.5620 0.5785
C -3.1337 -0.5639 7.7282
C 1.3514 6.7255 -3.4462
C 3.8321 7.3438 4.7650
C 2.7029 -6.0159 -3.9207
C 2.6310 0.8253 -7.8028
C -8.7753 -0.7781 -1.1786
C 1.7159 0.4607 -0.9163
C -0.6482 1.2220 0.2204
C 1.9242 -0.2178 -8.5542
C -0.8981 5.2732 7.1760
C -6.4263 -6.2267 1.0100
C 3.6811 5.5267 -3.6151
C 2.9522 0.3747 -6.4171
C -0.5162 4.9151 5.7956
C -3.3005 0.8431 -5.4333
C 1.3028 -5.0953 -5.9276
C 1.5081 1.7067 -0.2538
C -4.5479 -5.6163 -0.6609
C 0.7822 -5.9797 2.0475
C -8.7450 0.5750 -0.5399
C 1.3437 -5.5452 4.6888
C 1.7571 -5.9833 3.2430
C -2.4642 -0.7339 5.3265
C -2.3470 1.9599 -5.7178
C 4.2958 6.0061 4.2430
C -5.4847 -5.2563 0.4431
H -3.5160 -5.6708 -0.3140
H 0.8277 5.6668 8.3648
H -8.1542 1.7930 1.0288
H 5.6325 8.1860 5.5705
H 1.4367 -5.7837 -6.7621
H 3.6356 5.3886 3.6340
H 1.1889 6.4683 -4.4929
H -3.4913 -1.0781 5.2054
H 3.3082 -6.6032 -4.6112
H -4.3601 2.0583 -3.7603
H 0.3642 -4.5413 -5.9395
H 0.8391 7.6432 -3.1574
H 7.4608 -5.0966 0.2839
H 4.8384 5.5448 5.0682
H -5.9339 -6.9672 1.6404
H 2.6641 0.1238 -1.3084
H -0.4234 6.8597 8.7234
H -8.8164 -1.5908 -0.4533
H 0.9981 -6.4365 5.2125
H 2.0495 -4.3161 -6.0806
H -1.9253 1.9110 -6.7217
H -6.9163 -6.7682 0.2008
H 6.8256 -5.2992 -1.3927
H -1.5812 1.9782 -4.9423
H -1.0295 4.0431 5.3901
H -0.6239 5.7195 5.0680
H 3.7197 5.5349 -4.7044
H -4.4639 0.3113 -3.7452
H 0.8227 -4.9748 1.6271
H 0.5627 4.7641 5.7607
H -9.6523 -0.8612 -1.8205
H -7.3381 0.1750 1.1254
H 3.7545 -0.3384 -6.2277
H -6.8147 1.3550 -0.0635
H 2.1509 -0.2362 -6.0014
H 4.6559 5.7204 -3.1676
H 2.1395 -5.1373 5.3120
H 8.4426 -4.6396 -1.1486
H 6.3971 -1.5231 0.4897
H -3.6852 -1.5040 7.7414
H 2.3777 -1.2038 -8.4527
H -2.6430 -0.4508 8.6949
H 4.7636 7.1970 6.7695
H -5.3644 1.3349 -4.9279
H -4.4685 -4.8047 -1.3841
H 5.0691 6.2431 3.5122
H -2.9840 2.8286 -5.5521
H -1.4410 -0.6812 -0.5964
H -1.8124 -1.4453 4.8194
H -1.5260 1.5658 0.7474
H 0.3798 6.9754 7.1631
H 2.6536 -6.6088 -3.0074
H 0.6518 -4.7030 4.6835
H 5.9651 -3.0921 1.1657
H 7.6297 -2.4739 1.1645
H 1.2484 -6.6611 1.3359
H -2.2520 0.2007 4.8074
H -7.8831 -1.0077 -1.7612
H 0.7979 5.9666 -2.8932
H 3.3064 4.6328 -3.1165
H -7.0640 -5.7623 1.7622
H 3.0785 1.1644 -5.6765
H 2.1465 0.1099 -9.5697
H 4.2485 8.7709 6.3213
H 2.3752 2.3504 -0.2645
H 0.8738 -0.3636 -8.3023
H -0.2354 -6.2360 2.3422
H -4.9580 -6.4878 -1.1712
H 3.2786 -5.1031 -3.7674
H 0.6989 -1.3273 -1.5411
H -3.7751 0.2444 7.3770
*
```



7.
ORCA calculation (wB97M-V/def2-TZVPD) on C5H10N4O in the gas phase.

Properties
- SMILES: [H]/N=C(N)/C(C)=C(\N)C(N)=O
- E_tot: -13355.4131 eV
- LUMO energy: 0.69 eV
- Energy relative to the best compared isomer or geometry (same formula, charge and spin): 0.00 kJ/mol
- Orbital gap: 0.332 hartree

Structure (ORCA input):
```
! wB97M-V def2-TZVPD RIJCOSX def2/J DEFGRID3
* xyz 0 1
O -2.5332 -1.3458 -1.5565
N -1.9949 0.7508 0.1869
N 0.2314 2.5282 0.0718
N -0.8646 -2.5572 -0.6571
N 1.6406 1.4907 1.5605
C -1.5015 -1.3812 -0.8896
C 1.4946 -0.7125 -0.5355
C 0.7393 1.4298 0.5388
C 0.3388 0.1197 -0.0701
C -0.9829 -0.1353 -0.2005
H 1.7764 -1.4390 0.2335
H 2.3731 -0.0906 -0.7415
H -1.6450 1.7144 0.1049
H 0.6511 3.3274 0.5506
H -0.1628 -2.6664 0.0572
H 1.6929 0.6550 2.1338
H 1.2720 -1.2404 -1.4673
H 1.5875 2.3252 2.1321
H -1.3019 -3.3863 -1.0367
H -2.8109 0.6136 -0.4152
*
```



8.
ORCA calculation (wB97M-V/def2-TZVPD) on 2 unconnected molecules or ions with the total composition C5H14N2O.

Properties
- SMILES: CCC(C)(C)N.N=O
- E_tot: -10436.2847 eV
- LUMO energy: -0.64 eV
- Energy relative to the best compared isomer or geometry (same formula, charge and spin): 457.66 kJ/mol
- Orbital gap: 0.292 hartree

Structure (ORCA input):
```
! wB97M-V def2-TZVPD RIJCOSX def2/J DEFGRID3
* xyz 0 1
O -0.7614 -0.3674 -2.6610
N 0.3713 -0.8454 -2.5391
N -1.5332 0.3759 -0.2253
C -0.4543 0.5360 1.9124
C -0.6791 -1.6631 0.7269
C 1.3515 1.5334 -0.6179
C 1.1113 0.1092 -0.1631
C -0.4849 -0.1617 0.5590
H 0.3178 0.1099 2.5497
H -1.6228 -1.8545 1.2339
H -0.2639 1.6043 1.7985
H 0.1219 -2.0906 1.3242
H -0.7217 -2.1697 -0.2337
H 0.3159 -1.8515 -2.2286
H -1.4193 0.4116 2.4070
H -1.6212 -0.0639 -1.1475
H 1.4844 -0.6186 -0.8885
H 2.4186 1.7369 -0.7098
H 1.7135 -0.1217 0.7164
H 0.9506 2.2641 0.0853
H 0.8726 1.7444 -1.5708
H -1.4676 1.3825 -0.3279
*
```